Here is a structure of composition C18H41N2NdOP3S in a non-equilibrium geometry from the OMol25 dataset. Energies are from ωB97M-V/def2-TZVPD.

The largest force on an atom comes out at 0.035 Eh/bohr. Its total energy is -2877.95698 a.u. The LUMO energy (alpha / beta) is -9.58 / -9.37 eV. For the energy relative to the best compared isomer or geometry (same formula, charge and spin), the calculation gives 0.0 kcal per mole. The expectation value of S² is 3.76. For the HOMO-LUMO gap (alpha / beta), the calculation gives 7.631 / 7.839 eV.

```
! RIJCOSX wB97M-V def2-TZVPD def2/J DEFGRID3
* xyz 3 4
Nd 0.119 0.158 0.235
P -1.376 0.394 2.586
P 1.263 -2.234 1.408
P 0.173 2.681 -1.254
H 1.365 -2.980 -2.801
C 1.645 -1.976 -3.145
C 2.848 -1.443 -2.916
H 3.661 -2.032 -2.523
C -2.968 -0.403 2.167
C -0.821 -0.300 4.173
C -1.758 2.162 2.798
C 2.639 -3.048 0.524
C 1.994 -2.038 3.070
C 0.145 -3.668 1.641
C 1.409 2.781 -2.605
C 0.813 4.056 -0.210
C -1.318 3.289 -2.114
H 0.861 -1.435 -3.689
H 3.031 -0.385 -3.050
H -3.691 -0.369 3.000
H -2.775 -1.474 1.992
H -3.407 0.002 1.235
H -1.531 -0.178 5.001
H 0.129 0.192 4.443
H -0.618 -1.376 4.034
H -2.519 2.356 3.566
H -2.111 2.559 1.829
H -0.814 2.669 3.058
H 2.725 -4.059 0.944
H 3.579 -2.500 0.671
H 2.429 -3.104 -0.553
H 2.095 -3.040 3.503
H 1.342 -1.433 3.709
H 2.975 -1.550 3.001
H 0.681 -4.446 2.199
H -0.160 -4.084 0.670
H -0.756 -3.389 2.205
H 1.051 3.438 -3.413
H 1.599 1.771 -2.994
H 2.345 3.175 -2.191
H 0.582 5.036 -0.648
H 1.907 3.930 -0.123
H 0.390 3.997 0.803
H -1.203 4.312 -2.496
H -2.158 3.262 -1.408
H -1.549 2.616 -2.954
C -2.848 -0.381 -1.914
C -4.068 -0.840 -1.434
C -5.196 -0.521 -2.208
C -5.023 0.122 -3.444
C -3.758 0.436 -3.947
C -2.633 0.193 -3.161
O -1.653 -0.507 -1.052
H -1.110 -1.223 -1.432
H -4.149 -1.377 -0.475
H -6.190 -0.825 -1.870
H -5.900 0.320 -4.056
H -3.610 0.793 -4.963
H -1.635 0.521 -3.460
N 4.422 -0.370 0.211
C 3.822 0.392 1.163
N 4.205 0.154 2.449
S 2.534 1.494 0.828
H 5.378 -0.691 0.344
H 4.193 -0.209 -0.770
H 3.800 0.768 3.149
H 5.156 -0.140 2.662
*
```

Here are the Löwdin charges for atoms 1 to 2, given in e: 1.209, 0.683